Record 1
104
Properties=species:S:1:pos:R:3:lowdin_charge:R:1 method="wB97M-V/def2-TZVPD" gap_ev=6.95 total_charge=+1 de_lowest_kcal_mol=6.69 total_energy_ev=-141172.12521
Pd 0.231 0.374 -0.168 0.8510
C 0.193 -2.473 4.446 -0.0049
C 0.067 -1.211 3.664 -0.2468
C -0.325 0.048 4.088 0.0530
C -0.242 0.867 2.961 -0.2644
N 0.135 0.128 1.914 -0.0096
N 0.344 -1.136 2.350 0.0445
B 1.015 -2.201 1.432 -0.4963
N -0.012 -2.833 0.486 0.0072
N -0.986 -2.106 -0.128 0.0991
C -1.861 -2.997 -0.600 -0.2375
C -1.424 -4.306 -0.332 0.0280
C -0.254 -4.162 0.369 -0.2695
C 0.629 -5.226 0.933 -0.0134
C -3.150 -2.626 -1.215 -0.1563
C -4.089 -3.602 -1.547 -0.0219
C -5.329 -3.248 -2.057 -0.0685
C -5.662 -1.912 -2.235 -0.0788
C -4.734 -0.932 -1.916 -0.0880
C -3.492 -1.295 -1.419 -0.1344
N 2.217 -1.506 0.715 0.0538
N 2.096 -0.315 0.073 -0.0457
C 3.319 0.139 -0.215 -0.2296
C 4.252 -0.800 0.234 0.0460
C 3.524 -1.813 0.830 -0.2540
C 4.035 -3.040 1.506 -0.0025
C 3.603 1.422 -0.879 -0.1737
C 2.862 2.568 -0.608 -0.0600
C 3.176 3.772 -1.219 -0.0733
C 4.239 3.846 -2.107 -0.0801
C 4.986 2.707 -2.381 -0.0684
C 4.672 1.505 -1.769 -0.0201
C -0.423 2.328 2.855 -0.2002
C 0.618 3.099 2.344 -0.0410
C 0.475 4.471 2.208 -0.0703
C -0.709 5.086 2.594 -0.0773
C -1.734 4.327 3.142 -0.0709
C -1.590 2.953 3.281 -0.0624
H -0.145 -2.307 5.467 0.0869
H 1.227 -2.817 4.478 0.0845
H -0.411 -3.268 4.008 0.0902
H -0.588 0.347 5.089 0.1232
H 1.476 -3.050 2.128 0.1073
H -1.899 -5.237 -0.590 0.1087
H 0.232 -6.203 0.666 0.0861
H 0.689 -5.167 2.020 0.0798
H 1.644 -5.155 0.540 0.0748
H -3.858 -4.648 -1.397 0.1059
H -6.044 -4.021 -2.307 0.1080
H -6.635 -1.640 -2.621 0.1059
H -4.978 0.115 -2.055 0.1077
H -2.745 -0.546 -1.210 0.0196
H 5.325 -0.721 0.182 0.1237
H 5.119 -3.076 1.415 0.0886
H 3.622 -3.944 1.057 0.0771
H 3.778 -3.047 2.564 0.0881
H 2.037 2.516 0.086 0.0643
H 2.595 4.658 -0.989 0.1049
H 4.493 4.787 -2.578 0.1088
H 5.817 2.757 -3.073 0.1099
H 5.249 0.616 -1.996 0.1198
H 1.551 2.616 2.085 0.1036
H 1.294 5.063 1.816 0.1088
H -0.825 6.156 2.489 0.1101
H -2.650 4.805 3.463 0.1141
H -2.389 2.364 3.714 0.1132
C -1.735 -0.176 -5.389 -0.0517
C -1.648 0.108 -3.909 -0.2405
O -0.303 -0.177 -3.484 -0.2356
P 0.666 0.427 -2.393 0.6624
O 1.964 -0.390 -2.789 -0.2522
C 1.977 -1.838 -2.649 -0.2474
C 2.215 -2.456 -4.004 -0.0519
O 1.006 1.882 -2.888 -0.2814
C 1.476 2.176 -4.234 -0.2163
C 0.470 3.062 -4.926 -0.0483
H -2.766 -0.046 -5.723 0.0891
H -1.439 -1.205 -5.590 0.0862
H -1.096 0.493 -5.967 0.0713
H -2.320 -0.535 -3.360 0.0853
H -1.888 1.153 -3.688 0.1203
H 1.031 -2.176 -2.218 0.1038
H 2.780 -2.074 -1.951 0.1107
H 1.383 -2.244 -4.675 0.0753
H 2.315 -3.538 -3.904 0.0865
H 3.132 -2.064 -4.445 0.0858
H 1.645 1.242 -4.769 0.1183
H 2.432 2.679 -4.101 0.1137
H -0.473 2.538 -5.090 0.0608
H 0.860 3.375 -5.895 0.0903
H 0.274 3.954 -4.330 0.0793
Se -2.956 1.017 0.856 1.2432
N -1.498 1.564 -0.051 -0.3118
C -1.659 2.852 -0.334 -0.3347
C -0.710 3.704 -0.972 -0.0286
C -1.042 5.004 -1.168 -0.0490
C -2.305 5.548 -0.757 -0.0580
C -3.226 4.781 -0.133 -0.0119
C -2.921 3.405 0.109 -0.3767
N -3.729 2.577 0.741 -0.1916
H 0.242 3.307 -1.282 0.0710
H -0.330 5.665 -1.645 0.1123
H -2.507 6.593 -0.949 0.1122
H -4.181 5.165 0.200 0.1234

=====

Record 2
16
Properties=species:S:1:pos:R:3:lowdin_charge:R:1 method="wB97M-V/def2-TZVPD" gap_ev=8.72 total_charge=0 de_lowest_kcal_mol=138.26 total_energy_ev=-7388.76985
C 2.075 0.629 0.578 -0.1062
C 1.026 0.159 -0.435 -0.2656
C -0.267 -0.088 0.289 -0.1486
C -1.530 -1.531 -0.271 -0.0042
C -1.245 0.997 0.219 -0.2086
O -1.525 0.119 -0.859 -0.1544
H 2.187 -0.100 1.388 0.0743
H 1.791 1.588 1.026 0.0738
H 3.047 0.755 0.093 0.0706
H 1.369 -0.775 -0.901 0.1067
H 0.919 0.901 -1.245 0.1132
H -2.236 -1.758 -1.084 0.0764
H -0.675 -2.198 -0.359 0.0618
H -2.016 -1.622 0.696 0.0738
H -0.926 1.943 -0.219 0.1225
H -2.039 1.099 0.964 0.1144

=====

Record 3
55
Properties=species:S:1:pos:R:3:lowdin_charge:R:1 method="wB97M-V/def2-TZVPD" gap_ev=7.29 total_charge=-1 de_lowest_kcal_mol=101.67 total_energy_ev=-32067.07800
B 19.304 -7.704 7.055 -0.4737
H 19.825 -7.470 7.970 -0.1264
H 19.699 -8.677 6.806 -0.1285
H 18.235 -7.779 7.185 -0.1308
H 19.484 -6.970 6.285 -0.1278
C 16.690 -7.498 1.449 -0.2798
C 15.886 -6.165 1.667 -0.2379
O 16.291 -5.208 0.699 -0.0700
O 18.028 -7.445 1.783 -0.0450
H 16.584 -7.743 0.392 0.1156
H 16.218 -8.277 2.048 0.1139
H 16.076 -5.862 2.697 0.1125
H 14.812 -6.340 1.597 0.1114
H 17.240 -5.192 0.844 0.0758
H 18.048 -7.544 2.737 0.1005
C 20.730 -6.457 15.462 -0.2162
C 20.386 -4.932 15.710 -0.2183
O 21.378 -4.137 16.411 -0.0908
O 21.225 -6.778 14.140 -0.0541
H 19.908 -7.051 15.861 0.1080
H 21.538 -6.632 16.172 0.1094
H 19.425 -4.813 16.211 0.1018
H 20.297 -4.435 14.744 0.1098
H 21.012 -3.255 16.314 0.0700
H 20.382 -6.891 13.694 0.0803
C 21.078 -1.484 7.088 -0.2591
C 21.311 0.022 7.208 -0.2890
O 21.762 0.338 8.458 -0.0533
O 19.984 -1.932 7.845 -0.0582
H 21.904 -2.035 7.536 0.1249
H 20.964 -1.726 6.031 0.1174
H 20.387 0.594 7.129 0.1156
H 21.921 0.438 6.406 0.1190
H 21.116 -0.091 9.024 0.0871
H 20.039 -2.861 7.612 0.0944
C 16.699 -11.758 10.726 -0.2706
C 15.630 -10.639 11.046 -0.1963
O 16.306 -9.360 11.172 -0.0906
O 17.104 -11.805 9.389 -0.0501
H 16.428 -12.758 11.066 0.1064
H 17.536 -11.589 11.403 0.1082
H 15.032 -10.920 11.913 0.1078
H 15.017 -10.517 10.153 0.1092
H 16.669 -9.053 10.338 0.0800
H 17.513 -10.957 9.201 0.0891
C 25.251 -9.899 5.193 -0.1926
C 25.063 -10.168 6.697 -0.2283
O 24.765 -9.010 7.508 -0.0811
O 26.648 -9.523 5.025 -0.1125
H 24.665 -9.063 4.810 0.1204
H 25.217 -10.797 4.576 0.1114
H 25.977 -10.505 7.187 0.1160
H 24.245 -10.874 6.839 0.1106
H 23.833 -8.810 7.392 0.0823
H 26.767 -8.570 5.008 0.0724

=====

Record 4
89
Properties=species:S:1:pos:R:3:lowdin_charge:R:1 method="wB97M-V/def2-TZVPD" gap_ev=7.95 total_charge=0 de_lowest_kcal_mol=0.00 total_energy_ev=-92373.97333
Sc -0.102 -0.655 -0.510 0.8833
C 0.939 -3.077 2.560 0.0058
C 0.650 -3.280 1.085 -0.4830
C 0.350 -4.730 0.742 0.0056
O -0.487 -2.446 0.709 -0.1119
C 1.829 -2.787 0.221 -0.5843
O 2.947 -3.185 0.500 0.0725
O 1.506 -1.995 -0.739 -0.1218
H 0.115 -3.472 3.160 0.0957
H 1.049 -2.015 2.783 0.0981
H 1.856 -3.597 2.827 0.0955
H -0.534 -5.074 1.287 0.0945
H 1.197 -5.352 1.029 0.1007
H 0.175 -4.849 -0.328 0.0905
H -1.270 -2.687 1.214 0.1304
F -2.338 -4.454 -3.957 0.0622
C -2.125 -3.143 -3.723 -0.2712
C -1.520 -2.751 -2.546 -0.0418
C -1.311 -1.398 -2.285 -0.1110
C -1.716 -0.456 -3.248 -0.1552
C -2.301 -0.909 -4.428 -0.2250
F -2.671 -0.038 -5.403 0.0426
C -2.519 -2.244 -4.692 0.0641
C -1.515 0.973 -2.915 -0.1991
C -2.169 2.027 -3.546 0.0117
C -1.956 3.323 -3.107 -0.0367
C -1.109 3.553 -2.038 -0.0383
C -0.503 2.463 -1.448 -0.1394
N -0.681 1.207 -1.874 0.0192
H -1.218 -3.518 -1.843 0.0943
H -2.976 -2.562 -5.618 0.1325
H -2.846 1.832 -4.360 0.1101
H -2.465 4.145 -3.595 0.1134
H -0.928 4.547 -1.655 0.1109
H 0.155 2.579 -0.597 0.0648
C -5.101 1.863 6.848 -0.0507
C -3.571 1.830 6.736 -0.5639
C -2.986 3.078 7.412 -0.0504
C -3.065 0.600 7.490 -0.0742
C -3.167 1.809 5.259 -0.1721
C -3.558 2.868 4.432 -0.0398
C -3.235 2.926 3.080 0.0204
C -2.499 1.880 2.569 -0.2210
O -2.047 1.674 1.290 0.0940
B -1.339 0.454 1.295 -0.4464
O -1.391 -0.069 2.613 0.0845
C -2.105 0.829 3.369 -0.2050
C -2.420 0.763 4.710 0.0656
H -5.403 1.880 7.899 0.0833
H -5.545 0.983 6.378 0.0901
H -5.521 2.747 6.365 0.0755
H -3.270 3.104 8.467 0.0833
H -3.348 3.994 6.944 0.0756
H -1.896 3.078 7.350 0.0904
H -3.379 0.661 8.534 0.0841
H -1.975 0.534 7.474 0.0861
H -3.472 -0.325 7.076 0.0857
H -4.137 3.681 4.852 0.1046
H -3.550 3.753 2.458 0.1184
H -2.087 -0.080 5.298 0.1146
C 6.564 -2.859 -1.698 -0.1017
C 5.745 -1.997 -0.749 -0.2440
C 4.891 -1.008 -1.519 -0.1723
N 4.090 -0.211 -0.582 0.0715
C 2.980 0.445 -0.816 -0.7374
S 1.925 0.896 0.456 0.7351
N 2.599 0.737 -2.101 0.1203
C 3.398 1.124 -3.188 -0.3809
O 4.572 1.378 -3.079 0.1097
C 2.638 1.250 -4.464 -0.1352
C 3.120 2.135 -5.425 -0.0121
C 2.436 2.289 -6.619 -0.0664
C 1.284 1.551 -6.861 -0.0669
C 0.814 0.654 -5.913 -0.0566
C 1.488 0.504 -4.710 -0.0169
H 7.199 -3.553 -1.149 0.0718
H 7.208 -2.251 -2.338 0.0747
H 5.912 -3.450 -2.345 0.0777
H 6.414 -1.440 -0.084 0.1169
H 5.095 -2.620 -0.132 0.0878
H 4.194 -1.531 -2.181 0.1387
H 5.507 -0.346 -2.123 0.1088
H 4.226 -0.420 0.398 0.1350
H 1.635 1.038 -2.164 0.0830
H 4.022 2.693 -5.217 0.1205
H 2.801 2.984 -7.364 0.1062
H 0.752 1.669 -7.797 0.1071
H -0.074 0.069 -6.111 0.1008
H 1.128 -0.217 -3.986 0.1125